No. 1
Molecular formula: C21H29Cl2N13SSeTl
Method: DFT, wB97M-V/def2-TZVPD

```
! wB97M-V def2-TZVPD RIJCOSX def2/J DEFGRID3
* xyz -1 1
Tl -0.158 -0.183 -0.412
C 3.850 0.230 -0.130
C 3.298 0.128 -1.557
N 2.353 -0.965 -1.722
C 2.915 -2.293 -1.765
C 3.144 -2.969 -0.399
S 1.687 -2.990 0.691
C 2.112 -2.013 2.171
C 3.117 -0.874 1.984
N 2.818 -0.034 0.855
H 4.314 1.218 -0.009
H 4.644 -0.509 0.014
H 4.150 0.050 -2.256
H 2.742 1.033 -1.812
H 1.790 -0.751 -2.544
H 3.897 -2.302 -2.273
H 2.247 -2.931 -2.351
H 3.968 -2.505 0.138
H 3.417 -4.012 -0.573
H 2.477 -2.693 2.944
H 1.149 -1.600 2.476
H 4.117 -1.297 1.858
H 3.136 -0.318 2.932
H 2.269 0.778 1.095
N -2.826 1.987 -2.256
C -3.531 0.945 -1.869
N -4.861 1.070 -1.661
C -5.481 -0.064 -1.380
N -6.800 0.014 -1.054
N -4.943 -1.296 -1.389
C -3.616 -1.275 -1.537
N -2.854 -0.220 -1.692
C -2.933 -2.610 -1.619
C -3.672 -3.733 -1.978
C -3.010 -4.934 -2.162
C -1.637 -4.973 -1.979
C -0.992 -3.804 -1.602
N -1.616 -2.646 -1.422
H -3.320 2.834 -2.479
H -1.805 1.870 -2.523
H -7.257 0.901 -1.151
H -7.331 -0.834 -0.998
H -4.739 -3.633 -2.115
H -3.556 -5.824 -2.447
H -1.072 -5.883 -2.127
H 0.077 -3.797 -1.422
N -0.236 2.619 4.125
C 0.736 2.032 3.413
N 0.324 0.872 2.960
C -0.955 0.802 3.425
N -1.333 1.840 4.145
C -1.872 -0.321 3.141
C -3.152 -0.365 3.694
N -3.993 -1.357 3.437
C -3.553 -2.308 2.613
C -2.281 -2.269 2.065
N -1.443 -1.274 2.327
H -0.246 3.521 4.565
H 1.697 2.487 3.237
H -3.486 0.420 4.362
H -4.234 -3.119 2.384
H -1.922 -3.045 1.397
Cl -1.079 3.100 0.614
C 0.197 3.876 -0.337
Cl 1.730 3.952 0.595
H -0.107 4.894 -0.550
H 0.363 3.250 -1.237
Se 0.337 1.486 -2.830
*
```

Values from the calculation:
HOMO-LUMO gap ... 4.7 eV
Highest occupied orbital energy ... -0.083 Eh


No. 2
Molecular formula: C3H7NO
Method: DFT, wB97M-V/def2-TZVPD

```
! wB97M-V def2-TZVPD RIJCOSX def2/J DEFGRID3
* xyz 0 1
C 0.836 -1.593 -0.465
N 0.490 -0.495 0.411
C -0.207 0.568 -0.076
O -0.562 0.623 -1.242
C -0.544 1.646 0.934
H 1.420 -1.224 -1.315
H -0.066 -2.075 -0.857
H 1.419 -2.324 0.101
H 0.787 -0.512 1.373
H -1.559 1.473 1.306
H -0.527 2.616 0.435
H 0.144 1.658 1.785
*
```

Values from the calculation:
SMILES ... CNC(C)=O
HOMO-LUMO gap ... 10.6 eV
Highest occupied orbital energy ... -0.357 Eh
Energy above the lowest of the compared OMol25 structures with the same formula, charge and spin ... 5.0 kcal/mol


No. 3
Molecular formula: C25H51NO10S4
Method: DFT, wB97M-V/def2-TZVPD

```
! wB97M-V def2-TZVPD RIJCOSX def2/J DEFGRID3
* xyz 0 1
C 7.455 -0.023 0.706
O 7.640 -0.591 -0.596
C 6.559 -0.188 -1.457
C 5.820 -1.461 -1.989
C 4.869 -2.134 -0.918
C 4.481 -3.556 -1.511
C 3.023 -4.000 -1.067
C 1.975 -3.256 -1.961
C 0.464 -3.618 -1.679
C 0.152 -4.108 -0.217
C -1.275 -3.711 0.328
C -2.420 -3.753 -0.726
O -3.505 -2.937 -0.148
S -4.885 -3.038 -1.066
O -4.567 -3.104 -2.517
O -5.500 -1.480 -0.834
C -6.907 -1.490 -1.106
C -7.471 -0.038 -1.219
N -7.253 0.816 -0.289
H 7.351 1.088 0.604
H 6.591 -0.446 1.271
H 8.390 -0.222 1.281
H 7.001 0.371 -2.326
H 5.860 0.508 -0.936
H 6.625 -2.213 -2.214
H 5.298 -1.265 -2.953
H 5.363 -2.204 0.077
H 3.985 -1.463 -0.805
H 4.494 -3.420 -2.624
H 5.247 -4.287 -1.166
H 2.897 -5.104 -1.031
H 2.915 -3.603 -0.020
H 2.111 -2.144 -1.965
H 2.181 -3.575 -3.021
H -0.142 -2.709 -1.943
H 0.141 -4.425 -2.381
H 0.174 -5.231 -0.249
H 0.894 -3.791 0.549
H -1.535 -4.469 1.112
H -1.166 -2.729 0.864
H -2.855 -4.766 -0.899
H -2.176 -3.289 -1.705
H -7.480 -2.021 -0.304
H -7.087 -2.010 -2.082
H -8.052 0.309 -2.103
H -7.699 1.700 -0.548
C -11.876 3.381 -0.471
C -12.410 2.167 0.296
C -12.578 1.025 -0.711
S -11.376 1.319 -2.006
O -12.079 1.604 -3.233
O -10.339 0.313 -1.933
C -10.745 2.853 -1.345
H -11.529 4.165 0.202
H -12.669 3.799 -1.098
H -11.688 1.876 1.065
H -13.351 2.389 0.799
H -12.387 0.054 -0.258
H -13.569 1.035 -1.165
H -10.480 3.525 -2.159
H -9.863 2.619 -0.747
C 11.113 3.381 0.305
C 11.333 4.681 1.083
C 10.005 5.044 1.755
S 9.142 3.497 2.025
O 7.951 3.487 1.207
O 9.104 3.211 3.439
C 10.367 2.451 1.254
H 12.055 2.942 -0.026
H 10.503 3.579 -0.581
H 12.101 4.523 1.846
H 11.678 5.487 0.435
H 10.158 5.540 2.712
H 9.386 5.666 1.109
H 9.878 1.620 0.748
H 11.026 2.077 2.039
C -2.015 1.413 1.677
C -0.818 2.164 2.266
C -0.366 1.401 3.514
S -0.824 -0.311 3.247
O -1.832 -0.673 4.214
O 0.371 -1.100 3.051
C -1.617 -0.057 1.670
H -2.263 1.766 0.676
H -2.893 1.559 2.313
H -0.006 2.186 1.534
H -1.068 3.198 2.506
H 0.710 1.466 3.660
H -0.884 1.752 4.407
H -2.466 -0.732 1.570
H -0.880 -0.261 0.891
*
```

Values from the calculation:
HOMO-LUMO gap ... 10.0 eV
Highest occupied orbital energy ... -0.346 Eh


Look up the HOMO-LUMO gap of the second one.
10.6 eV